(1)
9
Properties=species:S:1:pos:R:3 method="wB97M-V/def2-TZVPD" lumo_energy_ev=0.75 de_lowest_kcal_mol=45.6 largest_force_ev_per_a=4.5 total_energy_ha=-668.7315 gap_ev=11.05 multiplicity=1
H 0.4858 -1.7662 0.3750
N 0.2279 -1.5073 -0.5741
C 0.7547 -0.5556 -1.0727
Cl 2.0290 0.4365 -0.3548
H 0.3299 -0.2077 -2.0628
C -0.9451 0.9497 0.9109
O -1.4190 1.1697 -0.1611
H -1.3759 1.2065 1.9146
H -0.0873 0.2742 1.0249

(2)
9
Properties=species:S:1:pos:R:3 method="wB97M-V/def2-TZVPD" lumo_energy_ev=0.13 de_lowest_kcal_mol=53.4 largest_force_ev_per_a=6.5 total_energy_ha=-955.3209 gap_ev=7.99 multiplicity=1 smiles="CO/C=P/Cl"
C 0.3196 -0.4811 0.1898
O -0.9486 -0.7717 -0.4005
C -2.0079 -0.2969 0.2498
P -3.5843 -0.6505 -0.6352
Cl -4.6718 0.5194 0.5455
H 0.1773 -0.4852 1.2935
H 0.8802 0.4681 0.0520
H 0.9959 -1.3129 -0.2615
H -2.0303 0.2428 1.1539

(3)
8
Properties=species:S:1:pos:R:3 method="wB97M-V/def2-TZVPD" lumo_energy_ev="-2.19 / -3.01" de_lowest_kcal_mol=57.9 largest_force_ev_per_a=1.7 total_energy_ha=-880.0352 gap_ev="7.79 / 6.13" multiplicity=1
C -0.3427 -0.1020 0.0000
C 0.7581 0.4945 -0.8265
P -1.3426 0.6841 1.0556
Cl -1.7238 -1.8413 3.0139
H -0.4669 -1.1727 -0.1200
H 0.3738 0.8890 -1.7689
H 1.4997 -0.2645 -1.0565
H 1.2446 1.3130 -0.2977